Formula: C19H31CsN3O8S3
Source: the Open Molecules 2025 dataset
Level of theory: the ωB97M-V functional and the def2-TZVPD basis

The geometry in XYZ format:
```
65
Properties=species:S:1:pos:R:3:forces:R:3:nbo_charge:R:1
H 0.65308 4.34615 -1.86055 0.2211 0.0276 0.1274 0.204
H 3.51830 -0.37271 -1.49283 0.2425 0.2283 -0.3390 0.246
O -1.27614 -0.06957 -2.78586 -0.0654 0.4719 -0.3583 -0.566
C -2.72005 -1.83370 -1.98117 1.2331 1.0613 0.0785 -0.071
H 1.63203 -1.92578 3.88005 -0.3216 0.3585 -0.3982 0.209
N 2.25133 1.52524 -0.05971 0.1414 -0.0014 -0.6642 -0.470
H -0.40375 -4.17960 0.09108 0.5467 0.1805 0.1691 0.239
C 1.52616 -1.30343 1.77868 0.0396 -0.1384 -1.7295 -0.589
H 0.96452 3.94075 -3.58132 0.0126 -0.0652 0.1690 0.159
H 1.27082 -5.47897 1.63696 -0.5131 0.6761 0.4973 0.217
C 0.49661 -3.81740 0.62911 0.4018 1.0147 -1.6447 -0.538
C 3.35783 3.40414 0.50158 -2.0803 -0.8756 0.3846 -0.020
H 2.17725 5.03064 1.88636 0.1093 -0.1040 -0.6780 0.516
O -0.37773 2.73206 -2.52338 0.0891 0.2833 -0.8948 -0.556
C -0.57348 -4.32498 4.34472 -0.2784 -0.3932 0.2677 -0.545
O -2.75545 -1.40679 -0.61286 0.0172 -0.4981 -0.2135 -0.584
C -2.57555 -0.61991 -2.92769 -0.1243 -2.0119 -0.2716 -0.142
H 1.09667 -0.23101 3.59429 0.2817 -0.4146 -0.1719 0.252
O 3.00475 5.55172 1.50464 0.2305 -0.7061 0.1686 -0.693
H -1.53452 0.47333 -4.76819 0.3280 0.1282 0.0626 0.176
H -3.35510 0.08728 -2.70070 -0.1923 0.2939 -0.1805 0.282
H 0.45604 -4.52543 4.63638 0.1124 0.0330 -0.0517 0.207
N -4.50633 1.07333 -1.79980 -2.4254 0.7376 1.1054 -0.903
H -4.29547 -2.63082 0.08630 0.1698 0.0707 -0.0665 0.151
H -2.18606 2.44493 -3.45169 -0.0723 0.0581 -0.0787 0.209
C 2.12954 2.68901 0.66085 3.1220 0.1100 -0.8747 0.017
H -0.42516 -2.50184 5.42333 0.3136 0.1759 0.8555 0.213
C 3.98408 0.61061 -1.62928 -0.0996 -0.4021 -1.0350 -0.651
C 0.68796 -4.55396 1.90500 1.1894 -0.9731 0.3483 -0.560
C 3.42996 1.54970 -0.67250 -0.6900 0.7845 1.5013 0.356
H -1.82141 -2.46919 -2.15408 -0.4161 0.2010 0.4404 0.171
C 0.20740 4.00807 -2.78727 -0.4720 -0.0333 -0.0949 -0.248
O 1.05840 4.09183 2.19431 -0.1822 -1.1242 -0.4944 -0.739
C -0.94000 0.77582 -3.89078 0.6344 -0.6816 0.6987 -0.079
H 2.43651 -1.88442 1.59904 0.0637 0.2550 0.2499 0.215
S -0.84378 -5.05160 2.71953 -0.0167 0.1289 0.1228 0.206
N 4.15720 2.62784 -0.29242 0.1164 0.5119 -0.2388 -0.498
H 5.05251 0.58919 -1.47006 0.3953 -0.4647 0.0074 0.212
H -3.59474 -2.41805 -2.19116 -0.6143 -0.2053 -0.3623 0.178
H -3.88190 -1.24335 1.07963 -0.0228 0.2133 -0.2291 0.187
O 0.28955 1.96416 1.94561 1.5499 1.5932 0.1138 -0.775
C -1.12774 2.25477 -3.65921 -0.4628 0.1762 0.8084 -0.104
H 0.11998 0.53357 -4.01041 0.0434 0.3346 -0.5409 0.182
H -0.84465 2.81113 -4.55790 0.0734 -0.1083 -0.0582 0.169
H -0.52765 4.78095 -3.10864 0.1281 -0.5645 0.2155 0.166
O -6.70688 1.44391 -0.88354 -0.5278 -0.1610 0.1096 -0.705
H 1.38689 -3.93374 -0.05169 -0.8119 -0.2384 0.6863 0.213
O 5.00454 5.00161 0.68281 0.2218 0.1726 -0.2529 -0.647
H 3.85244 1.01370 -2.65916 -0.1768 -0.5629 0.4969 0.226
H 5.12863 2.88480 -0.54838 -1.2259 -0.1487 0.2607 0.442
H -2.01244 -2.73150 4.74988 0.4833 -0.2664 -0.0870 0.232
H -1.19316 -4.93501 5.01465 0.1160 0.1553 -0.0067 0.226
Cs -1.29464 1.01404 0.09720 -0.7816 -0.0243 -0.8463 0.928
C 3.84491 4.71289 0.91249 -0.0594 0.9794 0.8068 0.755
C 1.06168 -1.25846 3.19687 -0.1526 -0.0670 1.9260 -0.576
C -5.62201 1.23635 -1.35550 2.4527 0.1641 -0.7906 0.670
C -4.00419 -1.56736 0.04198 -0.6519 -0.2494 -0.4960 -0.256
H -2.66119 -1.03122 -3.96076 -0.1021 0.1818 0.3225 0.133
S 0.23607 -2.01077 0.69654 0.6869 0.2709 -1.9343 0.205
S -0.68406 -1.71208 3.22014 -1.0079 0.2216 0.8137 0.238
H 1.65568 -0.27283 1.38866 0.0538 -0.6547 0.0501 0.297
H 1.31218 -3.96860 2.60783 -0.3350 -0.3722 -0.2714 0.222
C 1.05809 2.92883 1.65171 -0.9209 0.3924 1.6521 0.748
H -4.82498 -1.01424 -0.47958 0.7567 -0.1792 0.5203 0.214
C -0.92936 -2.85406 4.54984 -0.7743 0.0441 0.3177 -0.575
```
Positions in Å, forces in eV/Å.

Max |F| (eV Å⁻¹): 3.24
Orbital gap (eV): 6.77
HOMO (Eh): -0.1841
DFT total energy (hartree): -2723.55905
Charge: -1
Energy relative to the best compared isomer or geometry (same formula, charge and spin) (kcal per mole): 4.89

***

Formula: C19H31F12O22PS5Si
Source: the Open Molecules 2025 dataset
Level of theory: the ωB97M-V functional and the def2-TZVPD basis

The geometry in XYZ format:
```
91
Properties=species:S:1:pos:R:3:forces:R:3:lowdin_charge:R:1
F 4.27580 1.96437 -3.89407 -0.1962 0.2994 0.1300 0.154
F 4.00525 4.02714 -3.16328 0.0178 -0.4340 -0.2126 0.162
H -1.93520 5.06107 -5.89825 -0.0929 0.2270 0.0094 0.026
O 0.18866 -5.56513 16.41807 0.0637 0.1622 0.0699 -0.215
O -1.49504 -0.95434 5.55933 0.1960 -0.2315 0.0048 -0.185
C -5.39770 6.90729 -7.61169 0.0764 0.3903 -0.0102 -0.157
H -2.55270 -6.75993 13.55402 -0.0052 0.1959 0.1035 0.137
H -5.89946 7.58008 -9.62105 0.1858 0.0357 -0.0932 0.136
O -4.18012 6.42603 -9.54174 0.1819 0.2126 0.2497 -0.181
H -6.14488 5.83923 -9.34505 -0.0012 0.0073 0.0178 0.135
H 0.67337 0.91779 -6.92260 -0.2290 0.0520 -0.1317 0.061
H -1.58064 0.28805 3.91633 0.0119 -0.0117 -0.0298 0.131
S 0.60078 2.47287 -3.60669 0.8528 1.1914 1.6547 0.633
F -2.17507 1.32360 1.12176 0.0480 -0.3625 -0.3039 0.162
O 1.49733 -5.51479 14.31942 0.1629 0.0454 0.0430 -0.221
F -3.12346 -0.15673 -0.14263 0.5960 0.0182 0.0463 0.184
O -4.42964 5.92962 -7.20311 -0.0679 -0.1691 -0.1931 -0.192
O 0.27388 -1.77324 7.03658 -0.0057 -0.0834 0.2578 -0.229
C -1.47836 1.31473 -1.11073 0.0855 0.2326 0.5816 -0.360
H 2.95333 -0.29530 -8.53747 -0.2302 0.0322 -0.3124 0.111
C 1.22643 -4.70968 9.30745 -0.0716 0.3458 -0.3869 -0.150
H -1.02926 -6.91301 12.64649 -0.0250 -0.0521 -0.0003 0.121
H 2.09539 -4.32670 9.83347 0.0817 -0.2246 0.0430 0.139
O -0.00368 3.68836 -3.11235 -0.4300 0.0563 -0.5516 -0.332
O -0.93294 -5.55382 9.54447 0.1361 -0.0055 -0.2091 -0.193
H -2.18007 -1.36450 3.64318 -0.0581 -0.1072 0.2001 0.137
C 2.69588 4.16443 -5.64040 -0.3112 -0.6030 0.8893 -0.192
O -0.96262 -5.62836 14.25768 -0.0143 -0.1140 0.2471 -0.194
O 4.49265 2.74892 -6.49114 -0.3668 -0.2399 -0.0962 0.007
C -1.05131 0.46656 -2.32319 0.0059 -0.4633 -0.2026 -0.365
C -5.51962 6.70167 -9.10769 -0.3027 -0.2208 0.0275 -0.156
H 2.01050 0.02013 -4.87647 -0.0724 0.0353 0.2196 0.091
H -0.49112 -3.57728 10.01091 -0.1627 -0.0784 -0.1451 0.137
H -1.58684 2.21708 -7.51613 -0.0905 -0.2686 -0.0555 0.062
C 2.38232 0.16012 -5.88166 0.2145 0.0446 -1.1211 -0.248
H 1.31681 -1.33199 -7.04925 -0.2813 -0.1559 0.1547 0.114
H 5.09488 2.11232 -6.10069 0.2245 -0.1395 0.0301 0.097
O -3.26976 4.33358 -8.64180 0.2103 -0.2872 0.0813 -0.213
O 4.60860 -0.95750 -7.52993 -0.1379 -0.3113 0.1516 -0.061
H 3.16023 -2.04945 -8.43545 -0.1053 -0.1732 -0.1973 0.114
C 3.23179 -1.11840 -7.88692 0.3977 0.0864 0.2302 -0.252
C -1.96574 0.46465 0.10127 -0.3235 0.5294 0.5468 -0.520
H 2.61929 -1.95180 -6.00923 -0.0022 -0.3277 -0.0683 0.117
H 2.49468 4.81784 -4.79416 -0.0849 0.2391 0.0867 0.095
H 3.43304 0.42004 -5.84084 0.2135 0.0611 0.4922 0.081
H -0.98740 -8.90293 14.04635 0.2397 0.0064 -0.0120 0.137
S -0.06561 -0.66626 6.21800 -0.1348 -0.0052 -0.4244 0.596
F -0.44501 2.05100 -0.66517 -0.0478 -0.2601 -0.1998 0.167
C 4.54126 3.25867 -4.11975 0.7150 0.1555 -0.0013 -0.571
H -1.65477 -8.01702 15.43829 -0.0104 0.0028 -0.0187 0.134
H -6.33330 6.74391 -7.08568 0.0736 -0.1887 0.0899 0.137
H 0.33216 -0.77549 2.84791 0.1538 0.1304 0.1067 0.127
C -1.02333 -7.94207 14.55047 -0.2882 0.0273 0.2801 -0.157
S -3.35157 5.71708 -8.37135 -0.7701 0.3557 -0.1664 0.575
H 0.10747 -4.79867 11.15973 0.0205 0.0149 -0.0076 0.125
C -1.41884 -0.76871 4.13783 0.0191 0.3905 -0.1817 -0.163
C -0.01252 -1.20245 3.78491 -0.0708 -0.3827 -0.1462 -0.158
O 0.79388 -0.72025 4.86990 -0.2016 0.1952 0.0900 -0.182
O 1.35880 -6.12686 9.10420 -0.1899 -0.1180 0.2831 -0.185
O -0.17182 -7.87023 9.88470 -0.0093 -0.1929 -0.0360 -0.230
O 0.29522 -7.55104 14.96059 0.0553 0.1681 -0.2401 -0.185
C 4.13767 3.70650 -5.52182 0.1827 0.6328 -0.1304 -0.328
O -0.03405 0.65828 6.71729 0.1284 0.0501 0.1557 -0.211
H 1.14462 -4.22593 8.33239 -0.0132 0.0443 0.0322 0.125
O -0.91065 2.80622 -7.87072 -0.2685 -0.2080 0.6666 -0.324
H 0.07486 -2.28984 3.74634 -0.0230 0.0078 -0.0061 0.137
C 2.32194 -1.14791 -6.67629 0.1850 0.3150 0.2301 -0.182
F -1.03445 -0.40845 0.49911 -0.3475 -0.0342 -0.1980 0.176
Si 1.33090 2.87048 -5.68692 -0.6224 -0.7011 -0.9896 0.591
F -0.46051 0.28510 -4.57434 0.0704 0.1373 0.1611 0.094
F -2.48366 2.14494 -1.43109 -0.0020 -0.1771 -0.1775 0.177
H -5.01090 7.89971 -7.37251 -0.0245 0.0063 -0.0210 0.135
F -1.93376 1.80210 -4.06673 0.4639 -0.0235 0.1978 0.121
O -1.51396 4.22753 -5.67259 -0.1676 -0.6624 -0.0165 -0.320
P -0.36881 3.90329 -6.78660 0.9762 1.4746 -0.9409 0.734
F 0.02494 -0.27773 -1.99766 -0.2323 0.3698 -0.1217 0.159
O 1.63585 1.95266 -2.74025 -0.0681 -0.8259 -0.5172 -0.329
C -1.47168 -6.81987 13.64088 0.0846 -0.1840 -0.4635 -0.157
O -2.20834 6.50354 -8.07941 0.2181 -0.1047 0.0000 -0.227
F -2.06738 -0.39455 -2.59332 0.0627 0.1758 0.0280 0.153
S -0.08916 -6.78873 8.96966 0.1787 0.5008 0.1485 0.592
C -0.78582 1.23191 -3.65124 -0.3707 -0.4306 -0.4229 -0.473
C -0.05042 -4.56538 10.10423 0.1596 -0.0117 0.3918 -0.149
H 2.16641 1.55874 -7.55342 0.1714 0.0832 -0.1883 0.081
F 5.89664 3.38886 -4.01740 -0.3637 -0.1502 0.0739 0.126
C 1.65610 1.28639 -6.63608 -0.1986 -0.1252 0.9394 -0.285
S 0.37933 -5.95558 15.06996 -0.2552 -0.2707 -0.1376 0.595
H 4.85311 -0.05791 -7.72563 0.2030 0.3270 -0.0834 0.065
H 4.75917 4.58353 -5.69727 0.1113 0.2531 0.1090 0.157
O -0.40971 -6.94704 7.59895 -0.1506 -0.1940 -0.0491 -0.216
H 2.54144 4.77483 -6.52320 0.0640 -0.0097 -0.3339 0.085
```
Positions in Å, forces in eV/Å.

Max |F| (eV Å⁻¹): 2.21
Orbital gap (eV): 8.53
HOMO (Eh): -0.3052
DFT total energy (hartree): -6217.98970
Structure (SMILES): O=S(=O)(C(F)(F)C(F)(F)C(F)(F)C(F)(F)F)[Si@](CCCCO)(C[C@H](O)C(F)(F)F)P(O)O.O=S1(=O)OCCO1.O=S1(=O)OCCO1.O=S1(=O)OCCO1.O=S1(=O)OCCO1